ORCA calculation (wB97M-V/def2-TZVPD) on the molecule C24H29ClN2O6S in a non-equilibrium geometry.

* strongest force on any atom: 0.026 hartree/bohr
* E_HOMO: -0.3179 Eh
* electronic energy: -2351.2598 Eh
* gap between HOMO and LUMO: 7.73 eV
* SMILES string: CSCC[C@@H](NC(=O)c1ccc([N+](=O)[O-])cc1Cl)C(=O)OCC(=O)[C@]12C[C@H]3C[C@H](C[C@H](C3)C1)C2
* energy above the lowest of the compared OMol25 structures with the same formula, charge and spin: 2.2 kcal/mol
* multiplicity: 1
* LUMO level: -0.92 eV

Geometry as XYZ:
```
63
Properties=species:S:1:pos:R:3:forces:R:3
C -1.4216 -6.1738 0.3127 -0.367 0.400 0.048
S -2.7640 -5.1411 0.9653 0.138 0.093 0.069
C -2.1114 -3.4838 0.5858 -0.174 -0.585 -0.090
C -2.0909 -3.1934 -0.9065 0.075 0.225 0.080
C -1.7462 -1.7177 -1.2025 0.015 -0.351 -0.358
N -2.7584 -0.8176 -0.7047 0.276 0.082 0.060
C -3.8968 -0.6090 -1.3941 0.160 0.126 0.378
O -4.1509 -1.1555 -2.4465 -0.092 -0.107 -0.329
C -4.8383 0.4011 -0.7965 -0.235 0.026 0.066
C -5.4554 1.2727 -1.6925 0.063 -0.084 0.180
C -6.3566 2.2257 -1.2635 -0.150 0.154 0.190
C -6.6588 2.2947 0.0903 0.858 -0.926 -0.406
N -7.6001 3.2868 0.5658 -0.233 0.255 0.123
O -8.0827 4.0340 -0.2542 -0.169 0.235 -0.207
O -7.8403 3.3064 1.7519 -0.112 0.048 0.355
C -6.0847 1.4222 1.0034 -0.178 0.239 0.021
C -5.1747 0.4784 0.5566 -0.121 0.254 -0.410
Cl -4.5214 -0.6165 1.7226 -0.061 -0.082 0.349
C -0.3782 -1.4036 -0.6279 -0.081 -0.099 -0.284
O 0.6469 -1.8676 -1.0487 -0.057 -0.021 0.017
O -0.4441 -0.6078 0.4490 -0.184 0.102 0.256
C 0.8101 -0.1708 0.9472 0.089 -0.049 -0.214
C 1.4521 0.7884 -0.0632 0.008 -0.160 0.349
O 0.8008 1.1970 -0.9886 0.000 0.079 -0.049
C 2.9140 1.1199 0.1455 -0.167 0.191 -0.316
C 3.3236 1.2073 1.6185 0.046 0.028 -0.022
C 4.8215 1.5094 1.7109 0.079 0.002 0.278
C 5.6083 0.3852 1.0386 -0.044 0.024 -0.027
C 5.2065 0.2958 -0.4328 0.153 -0.210 -0.100
C 5.5163 1.6194 -1.1289 -0.045 -0.002 0.039
C 4.7293 2.7405 -0.4528 0.046 0.222 -0.075
C 5.1299 2.8352 1.0184 -0.025 -0.038 -0.035
C 3.2351 2.4470 -0.5533 0.080 -0.044 -0.043
C 3.7128 -0.0071 -0.5397 0.123 0.009 0.012
H -1.6160 -7.1845 0.6553 0.044 -0.102 -0.002
H -1.4220 -6.1469 -0.7727 0.119 -0.093 -0.064
H -0.4727 -5.8232 0.7083 0.136 -0.069 -0.002
H -2.7822 -2.8004 1.1053 0.044 0.057 0.025
H -1.1149 -3.4098 1.0245 0.017 0.107 0.054
H -1.3473 -3.8173 -1.4040 -0.041 -0.014 -0.039
H -3.0712 -3.4036 -1.3372 0.071 0.017 -0.038
H -1.6939 -1.6068 -2.2936 0.122 0.044 0.243
H -2.5588 -0.3189 0.1475 -0.105 0.034 -0.117
H -5.2114 1.1757 -2.7391 0.004 -0.011 -0.075
H -6.8316 2.9080 -1.9510 0.004 0.011 -0.020
H -6.3556 1.4881 2.0465 0.018 -0.038 -0.001
H 0.6009 0.3485 1.8836 0.072 -0.058 -0.042
H 1.4643 -1.0296 1.1240 -0.043 0.145 0.062
H 3.1200 0.2679 2.1354 -0.054 -0.066 0.072
H 2.7564 1.9992 2.1138 -0.064 0.024 0.070
H 5.1060 1.5734 2.7670 -0.034 -0.008 -0.065
H 6.6789 0.5836 1.1190 0.065 -0.023 0.031
H 5.4061 -0.5642 1.5399 0.029 -0.063 0.038
H 5.7649 -0.5128 -0.9165 -0.036 0.039 0.025
H 6.5866 1.8278 -1.0707 0.065 0.007 -0.039
H 5.2430 1.5576 -2.1841 0.027 0.005 -0.077
H 4.9431 3.6911 -0.9526 -0.022 -0.051 0.023
H 6.1958 3.0566 1.1016 0.054 0.044 0.039
H 4.5809 3.6456 1.5030 0.005 0.071 0.036
H 2.9288 2.3868 -1.5986 -0.051 0.027 0.016
H 2.6619 3.2509 -0.0856 -0.064 0.045 -0.019
H 3.4931 -0.9664 -0.0673 -0.042 -0.092 -0.006
H 3.4150 -0.0781 -1.5872 -0.058 -0.028 -0.031
```
Forces are in eV/Å.